Entry 1:
{
  "formula": "C30H90N18O12",
  "method": "ωB97M-V with the def2-TZVPD basis set",
  "lumo_energy_ha": -0.0005,
  "homo_lumo_gap_ev": 9.16,
  "e_above_lowest_kcal_mol": 199.9,
  "max_force_ev_per_a": 7.279,
  "homo_ev": -9.2,
  "symbols": ["C", "O", "C", "C", "C", "N", "H", "H", "H", "H", "H", "H", "H", "H", "H", "H", "H", "C", "O", "C", "C", "C", "N", "H", "H", "H", "H", "H", "H", "H", "H", "H", "H", "H", "C", "O", "C", "C", "C", "N", "H", "H", "H", "H", "H", "H", "H", "H", "H", "H", "H", "C", "O", "C", "C", "C", "N", "H", "H", "H", "H", "H", "H", "H", "H", "H", "H", "H", "C", "O", "C", "C", "C", "N", "H", "H", "H", "H", "H", "H", "H", "H", "H", "H", "H", "C", "O", "C", "C", "C", "N", "H", "H", "H", "H", "H", "H", "H", "H", "H", "H", "H", "N", "C", "N", "O", "H", "H", "H", "H", "N", "C", "N", "O", "H", "H", "H", "H", "N", "C", "N", "O", "H", "H", "H", "H", "N", "C", "N", "O", "H", "H", "H", "H", "N", "C", "N", "O", "H", "H", "H", "H", "N", "C", "N", "O", "H", "H", "H", "H"],
  "xyz": [[-3.412324, -1.735677, -9.822835], [-2.089574, -1.135667, -9.782215], [-1.082854, -2.201287, -9.858135], [0.279216, -1.698237, -9.418435], [1.381536, -2.716457, -9.657975], [0.249096, -1.302467, -7.989335], [-4.047704, -1.042987, -9.270945], [-3.441834, -2.719987, -9.355555], [-3.625354, -1.708027, -10.891455], [-1.352624, -3.004827, -9.172825], [-0.910064, -2.633007, -10.843965], [0.563846, -0.989917, -10.196485], [1.196606, -3.677237, -9.177565], [2.353726, -2.304387, -9.387515], [1.306356, -2.843677, -10.737915], [-0.631564, -0.821437, -7.874655], [0.134406, -2.096187, -7.375365], [1.539786, -5.326097, -3.015145], [2.388556, -4.320747, -2.705405], [3.524016, -4.778957, -1.909205], [4.648386, -3.772237, -1.919865], [5.390766, -3.644837, -3.246345], [5.685286, -4.080267, -0.947415], [1.310486, -5.906597, -2.121535], [1.766806, -5.963497, -3.869705], [0.572056, -4.857727, -3.194615], [3.101886, -4.941867, -0.917555], [3.821306, -5.757967, -2.285035], [4.210706, -2.804757, -1.673855], [6.330116, -3.103387, -3.134355], [4.755386, -3.095877, -3.941355], [5.414786, -4.641617, -3.686755], [6.235096, -3.258987, -0.739355], [5.372996, -4.532087, -0.099805], [-6.536994, 4.041733, 2.507345], [-7.044864, 5.245353, 1.897545], [-6.030094, 6.277523, 1.808815], [-6.586854, 7.573303, 1.217685], [-5.500364, 8.657213, 1.167775], [-7.722014, 8.085993, 2.027585], [-6.331194, 4.244513, 3.558355], [-5.701004, 3.731543, 1.880455], [-7.390514, 3.390093, 2.320325], [-5.522894, 6.566143, 2.729445], [-5.224354, 5.895243, 1.182125], [-6.938414, 7.353813, 0.209555], [-5.778514, 9.408503, 0.428645], [-4.658774, 8.185393, 0.660625], [-5.351324, 9.177053, 2.114165], [-7.490614, 7.856403, 2.983535], [-8.554894, 7.556373, 1.813355], [-9.479294, -4.747617, 3.747225], [-8.759734, -5.440167, 2.765905], [-7.436874, -5.826567, 3.109055], [-6.861174, -6.639937, 1.901145], [-5.575224, -7.393917, 2.289755], [-6.602474, -5.788717, 0.744885], [-8.799104, -3.988707, 4.133875], [-9.560874, -5.442997, 4.582625], [-10.496134, -4.403497, 3.558235], [-6.862834, -4.928777, 3.338275], [-7.337224, -6.480677, 3.975255], [-7.584384, -7.424797, 1.679655], [-5.739774, -8.044477, 3.148715], [-4.717334, -6.746097, 2.469935], [-5.191274, -8.042757, 1.502565], [-7.470314, -5.274547, 0.693795], [-6.008454, -5.013097, 1.001125], [-4.132224, 2.129223, -4.713295], [-3.323254, 2.986313, -5.552015], [-3.883554, 4.285353, -5.742155], [-2.835374, 5.429223, -5.777145], [-3.433764, 6.783973, -6.131155], [-1.840564, 4.992743, -6.758345], [-5.060924, 1.775663, -5.161175], [-4.377964, 2.621033, -3.772105], [-3.521184, 1.328093, -4.297465], [-4.532184, 4.287313, -6.618145], [-4.495464, 4.645363, -4.915075], [-2.388064, 5.374183, -4.784675], [-3.825834, 6.686243, -7.143485], [-2.758354, 7.636063, -6.054605], [-4.260714, 6.999683, -5.454595], [-2.247024, 4.561483, -7.576205], [-1.522584, 4.111723, -6.380465], [7.284426, 1.536893, 3.049415], [8.195266, 0.788043, 3.784545], [9.595096, 1.063843, 3.654495], [10.516836, 0.238263, 4.619545], [10.227056, -1.215967, 4.631295], [10.277516, 0.755853, 5.952795], [7.199436, 2.534513, 3.480265], [6.334126, 1.024663, 3.199915], [7.450606, 1.585053, 1.973235], [9.942886, 0.905573, 2.633665], [9.901926, 2.087073, 3.871195], [11.554396, 0.469313, 4.378315], [9.240506, -1.541287, 4.961415], [10.910426, -1.756567, 5.286175], [10.446946, -1.767887, 3.717445], [10.046986, 1.723403, 5.777255], [9.316266, 0.452663, 6.017505], [4.654936, 0.456183, 8.912345], [3.590806, 1.055133, 9.263345], [2.561316, 0.465823, 8.723325], [3.510206, 1.997603, 10.057375], [4.661636, -0.168787, 8.118955], [5.447616, 0.715683, 9.481925], [2.673026, -0.104797, 7.897495], [1.611226, 0.644303, 9.015855], [4.193266, 3.118343, -5.033995], [5.201386, 3.593283, -5.798975], [4.958616, 3.194683, -7.003435], [6.081826, 4.279643, -5.359915], [4.122476, 3.306823, -4.044265], [3.578966, 2.477783, -5.516075], [4.159106, 2.612583, -7.208505], [5.568166, 3.394873, -7.783475], [3.066456, -6.086967, 4.980885], [4.314386, -5.955157, 5.343055], [5.090746, -6.746487, 4.667845], [4.661756, -5.108377, 6.122945], [2.705216, -6.901847, 4.505935], [2.541706, -5.252957, 5.202635], [4.661076, -7.366457, 3.996195], [6.025686, -6.865717, 5.030855], [-0.627944, 0.532713, 2.487225], [-0.610864, -0.489237, 1.715465], [-0.269104, -0.163157, 0.516515], [-0.939334, -1.591207, 2.168285], [-0.922914, 0.421473, 3.446765], [-0.373764, 1.461073, 2.181205], [-0.143544, 0.771913, 0.155985], [-0.188854, -0.945747, -0.116895], [-3.771254, -3.930237, 10.319785], [-3.723464, -3.499757, 9.068155], [-3.231764, -4.320187, 8.252795], [-4.315404, -2.516327, 8.596735], [-4.253094, -3.545067, 11.119515], [-3.119694, -4.679907, 10.502945], [-3.133184, -4.101827, 7.271625], [-2.784644, -5.104387, 8.705775], [1.839096, 8.051163, -0.917755], [1.586856, 7.407023, 0.142035], [1.274376, 8.158023, 1.161745], [1.504626, 6.182423, 0.162265], [2.062596, 7.520303, -1.747415], [1.917896, 9.058073, -0.920845], [1.408046, 9.150433, 1.030045], [1.078846, 7.700203, 2.040535]],
  "forces_ev_per_a": [[1.11, 1.51, -0.38], [1.00, -2.10, 0.41], [0.12, 0.58, 0.37], [0.00, -0.76, 0.90], [-0.78, -0.17, -0.49], [-0.09, 1.12, -0.99], [-0.21, -0.14, -0.16], [0.00, -0.03, -0.21], [-0.81, -0.62, 0.12], [-0.30, -0.19, 0.03], [-0.78, 0.12, -0.49], [-0.17, 1.42, 0.94], [0.14, -0.04, 0.15], [-0.11, -0.13, 0.02], [0.66, -0.53, -0.11], [-0.12, 0.55, 0.17], [0.35, -0.57, -0.26], [-2.43, -0.61, 0.43], [2.86, 1.34, 0.37], [-1.19, -0.08, -0.63], [0.58, 0.82, 0.14], [-1.74, 0.01, -0.56], [0.13, -0.86, 0.35], [0.23, -0.71, 0.09], [0.51, -0.08, -0.02], [-0.12, 0.06, -0.49], [0.30, 0.07, 0.43], [0.36, -0.09, -0.14], [-0.37, 0.19, -0.06], [0.04, -0.46, -0.08], [0.04, 0.29, -0.11], [0.94, -0.04, 0.03], [-0.05, -0.12, 0.16], [-0.13, 0.28, 0.11], [-1.20, 1.27, -1.44], [1.08, 1.43, 0.52], [-0.34, -0.39, -0.75], [-0.59, 0.21, 0.72], [-0.60, -0.53, -1.39], [0.44, -0.19, -0.60], [0.26, -0.47, -0.01], [0.39, -0.39, 0.56], [0.35, -0.53, 0.63], [-0.35, -0.41, 0.80], [0.18, -0.07, -0.33], [-0.10, 0.14, -0.06], [-0.39, 0.21, 0.21], [0.75, 0.18, 0.75], [0.41, -0.44, 0.00], [-0.18, 0.14, 0.37], [-0.10, -0.15, 0.03], [1.49, -0.78, 1.90], [-0.41, -0.52, -1.42], [0.00, -0.59, -0.75], [1.27, 0.28, 1.20], [0.14, -0.03, -0.03], [-1.07, 0.09, -0.07], [-0.46, 0.80, 0.03], [-0.37, -0.09, 0.46], [0.42, 0.01, -0.99], [0.38, 0.18, -0.15], [-0.67, -0.07, 0.44], [-0.29, 0.31, -0.36], [0.03, 0.14, 0.18], [-0.17, 0.36, 0.38], [-0.49, -0.01, -0.33], [-0.60, 0.08, -0.82], [0.83, -0.17, 0.33], [0.74, 0.74, 0.69], [-0.63, 0.05, 0.77], [-0.77, 1.22, 0.79], [-0.12, -1.82, -1.20], [-0.40, -0.62, 0.35], [1.30, -0.19, 0.22], [0.19, -0.04, -0.34], [-0.37, 0.65, -0.10], [0.17, -0.36, -0.92], [0.09, 0.04, -0.36], [-0.58, -0.85, 0.46], [0.33, 0.46, -0.02], [-0.03, 0.35, -0.07], [0.28, -0.35, -0.16], [-0.20, 0.02, -0.04], [-0.84, 0.77, -0.60], [0.86, -0.08, 0.53], [-0.60, 0.20, 0.29], [1.92, -0.81, 0.74], [0.82, -0.53, -0.71], [-1.13, 0.94, -0.77], [0.84, -2.27, -0.15], [-0.92, 0.10, 0.26], [-0.03, 0.32, -0.24], [-0.11, 0.13, -0.06], [0.43, 0.00, -0.09], [-0.29, -0.25, -0.42], [-0.66, 0.56, 0.05], [0.02, -0.19, -0.48], [-0.23, 0.59, -0.11], [0.14, 0.36, 0.56], [-0.31, 0.50, -0.58], [0.66, 0.80, 0.52], [-0.55, -0.46, 1.20], [5.66, -1.37, -0.75], [-2.49, 3.21, 2.73], [-4.62, -1.42, -1.95], [0.24, -0.53, -0.09], [0.59, 0.01, 0.62], [0.42, -0.29, -0.81], [-0.20, -0.02, 0.40], [0.40, 0.39, -0.15], [-1.35, -0.68, 1.45], [-0.84, 0.42, 3.21], [0.40, -1.05, -5.54], [1.54, 0.93, -0.09], [0.08, -0.15, -0.41], [-0.25, 0.15, 1.12], [0.41, 0.31, -0.12], [-0.03, 0.06, 0.38], [-3.85, 0.38, -0.42], [0.03, 1.27, 0.57], [3.04, -2.45, -1.25], [0.97, 1.20, 1.39], [-0.19, 0.61, 0.11], [-0.66, -0.65, -0.15], [0.76, -0.04, 0.21], [-0.12, -0.29, -0.47], [-0.19, 4.60, 4.08], [-1.47, -2.98, 2.20], [1.24, -0.98, -5.16], [0.44, -0.38, -1.08], [0.07, -0.02, -0.33], [-0.05, -0.26, 0.20], [-0.03, -0.38, 0.31], [0.02, 0.40, -0.21], [0.85, -1.16, 2.79], [-4.97, 5.32, -0.05], [3.73, -4.90, -3.12], [0.30, 0.56, 1.24], [0.15, 0.40, -0.72], [-0.37, 0.16, 0.62], [0.06, -0.07, 0.44], [0.25, -0.31, -1.22], [1.70, 2.95, -5.42], [-1.42, -4.41, 1.79], [-0.49, 1.87, 2.74], [0.29, -0.70, 0.26], [-0.01, 0.31, 0.17], [0.07, -0.36, -0.35], [-0.26, -0.22, 0.96], [0.10, 0.52, -0.16]]
}

=====

Entry 2:
{
  "formula": "C4H2Cl2N2",
  "method": "ωB97M-V with the def2-TZVPD basis set",
  "lumo_energy_ha": -0.0437,
  "homo_lumo_gap_ev": 10.67,
  "e_above_lowest_kcal_mol": 76.0,
  "max_force_ev_per_a": 4.690,
  "homo_ev": -11.9,
  "symbols": ["C", "C", "C", "C", "N", "N", "Cl", "Cl", "H", "H"],
  "xyz": [[-0.304486, 2.556812, 0.077479], [-2.184630, 1.507005, -0.964636], [0.197522, 0.042637, -0.194688], [-0.733918, 1.229621, 0.343774], [-0.118518, 3.620713, -0.270217], [-3.198199, 1.495831, -1.497015], [0.801069, 0.522088, -1.806897], [-1.424618, 0.957311, 1.911728], [-0.432380, -0.836726, -0.254557], [1.075011, -0.117376, 0.286338]],
  "forces_ev_per_a": [[0.38, -0.24, 0.59], [2.90, -1.87, 3.17], [-3.52, 2.01, -2.03], [-1.88, -1.10, -2.87], [0.67, 1.63, -0.18], [-0.62, 0.24, -0.58], [-0.33, -0.26, -0.07], [0.16, -0.03, -0.35], [0.10, -0.13, -0.08], [2.14, -0.26, 2.39]]
}

=====

Entry 3:
{
  "formula": "C18H13F3N4O4S2",
  "method": "ωB97M-V with the def2-TZVPD basis set",
  "lumo_energy_ha": -0.0553,
  "homo_lumo_gap_ev": 8.11,
  "max_force_ev_per_a": 2.171,
  "homo_ev": -9.6,
  "symbols": ["C", "C", "C", "C", "C", "C", "C", "C", "C", "C", "N", "C", "C", "C", "S", "O", "O", "C", "F", "F", "F", "C", "C", "O", "N", "O", "C", "N", "S", "N", "C", "H", "H", "H", "H", "H", "H", "H", "H", "H", "H", "H", "H", "H"],
  "xyz": [[-2.458187, -0.862706, 3.040153], [-2.769016, -0.148880, 2.133604], [-3.221325, 0.668670, 1.002103], [-2.695069, 2.112156, 0.994041], [-1.251758, 2.347327, 0.443405], [-0.685874, 1.242980, -0.403280], [0.428864, 0.520348, -0.075605], [1.124338, 0.886938, 1.198149], [0.874672, 0.243998, 2.406773], [1.581791, 0.673010, 3.522394], [2.496987, 1.632339, 3.570188], [2.756097, 2.230702, 2.402158], [2.085001, 1.887648, 1.243898], [0.947540, -0.526177, -0.947671], [2.418860, -1.413195, -0.460337], [3.285570, -0.620442, 0.358432], [3.094541, -1.986158, -1.590359], [1.786385, -2.837625, 0.581999], [2.551726, -3.900132, 0.423669], [0.547992, -3.133277, 0.121589], [1.671861, -2.510301, 1.857503], [0.332814, -0.871578, -2.131928], [0.807241, -1.976778, -3.079318], [-0.217903, -2.481869, -3.918615], [0.127520, -2.120542, -5.283110], [0.427639, -3.054990, -5.894315], [-0.821276, -0.109453, -2.499428], [-1.574517, -0.199477, -3.599493], [-2.742186, 0.871171, -3.532474], [-2.396387, 1.571766, -2.101556], [-1.316379, 0.942736, -1.653115], [-2.099415, -1.657236, 3.652459], [-3.030424, 0.109665, 0.084686], [-4.311764, 0.726001, 1.094763], [-3.402803, 2.769016, 0.488630], [-2.692139, 2.448633, 2.034573], [-1.306245, 3.232286, -0.201686], [-0.601765, 2.631659, 1.265524], [0.160318, -0.562770, 2.468014], [1.367607, 0.166193, 4.463604], [3.512333, 3.007127, 2.362969], [2.330344, 2.415867, 0.324941], [1.234604, -2.792989, -2.505279], [1.641788, -1.571665, -3.662648]],
  "forces_ev_per_a": [[0.36, -0.68, 0.03], [-0.08, 0.37, -0.55], [-0.48, 0.08, 0.42], [0.38, 0.00, 0.29], [-0.56, 0.40, -0.22], [0.17, -0.12, -0.01], [0.21, 0.16, 0.20], [0.36, -0.32, 0.76], [0.15, 0.42, -0.60], [-0.33, -0.57, 0.78], [0.10, 0.10, -0.44], [-0.48, -0.36, 0.05], [0.10, 0.58, -1.00], [-0.56, 0.04, -0.05], [2.06, 0.67, -0.15], [-0.76, 0.01, 0.55], [-0.97, -0.46, -0.23], [-1.05, -0.03, -0.52], [0.15, 0.21, 0.20], [0.31, -0.07, 0.12], [0.35, -0.14, -0.07], [0.05, -0.38, -0.41], [0.07, 0.56, 0.46], [0.28, -0.48, 0.28], [0.46, 0.08, -0.29], [-0.45, 0.05, 0.01], [-0.59, 0.94, 0.32], [0.10, -0.50, -0.58], [0.46, 0.25, 0.79], [-0.27, -0.21, -0.76], [0.49, -0.27, 0.66], [-0.12, 0.25, 0.30], [0.07, 0.18, -0.04], [0.05, -0.03, -0.11], [0.05, -0.24, -0.25], [-0.05, -0.02, -0.07], [0.03, -0.07, 0.05], [0.17, -0.32, -0.06], [-0.05, 0.06, 0.13], [0.12, 0.16, -0.04], [-0.02, -0.05, 0.21], [0.02, -0.06, 0.10], [-0.20, -0.17, -0.19], [-0.11, -0.06, -0.07]]
}

=====

Question: What is the formula in the third record?
Answer: C18H13F3N4O4S2